a:
Entry from the Open Molecules 2025 dataset: a structure of composition C4H16O4 (wB97M-V/def2-TZVPD).

```
! wB97M-V def2-TZVPD RIJCOSX def2/J DEFGRID3
* xyz 0 1
C -1.84 2.44 1.84
O -1.05 3.00 0.80
H -1.63 1.37 1.90
H -1.56 3.00 2.73
H -2.90 2.58 1.61
H -1.04 2.41 0.04
C -0.79 -1.98 -0.02
O -0.54 -1.13 -1.08
H -0.06 -1.83 0.78
H -1.80 -1.81 0.36
H -0.67 -2.99 -0.42
H -1.18 -1.33 -1.77
C 2.04 -1.83 -0.47
O 3.25 -1.17 -0.13
H 1.47 -1.14 -1.10
H 2.26 -2.79 -0.94
H 1.49 -2.00 0.45
H 3.29 -0.93 0.80
C 0.52 1.24 -1.00
O -0.76 0.88 -0.46
H 0.39 1.42 -2.07
H 0.69 2.21 -0.53
H 1.21 0.45 -0.70
H -0.81 -0.06 -0.61
*
```

HOMO-LUMO gap	9.3	eV
E_HOMO	-9.133	eV

b:
Entry from the Open Molecules 2025 dataset: a cluster of 4 separate species, C4H16O4 in total (wB97M-V/def2-TZVPD).

```
! wB97M-V def2-TZVPD RIJCOSX def2/J DEFGRID3
* xyz 0 1
C 0.58 -1.01 -1.62
O 1.37 -0.05 -0.90
C -0.55 -1.58 -0.80
C -1.31 -2.67 -1.56
C -2.71 -2.33 -2.14
H 0.32 -0.49 -2.53
H 1.29 -1.78 -1.97
H 1.85 -0.43 -0.15
H -1.20 -0.76 -0.55
H -0.12 -1.97 0.13
H -1.36 -3.54 -0.92
H -0.70 -3.05 -2.37
H -3.49 -2.74 -1.51
H -2.84 -2.88 -3.06
H -2.86 -1.27 -2.16
H 1.08 5.21 4.56
H -0.43 5.18 4.36
O 0.39 4.79 4.04
H 0.09 0.85 3.98
H 0.92 1.56 2.90
O 0.17 0.98 3.03
H 3.55 2.16 -0.78
H 3.16 3.17 0.37
O 2.82 2.64 -0.36
*
```

HOMO-LUMO gap	10.4	eV
E_HOMO	-9.760	eV
structure (SMILES)	CCCCO.O.O.O

Order of stability, best first: b, a

a:
Entry from the Open Molecules 2025 dataset: a structure of composition C16H22N4O2S (wB97M-V/def2-TZVPD).

```
! wB97M-V def2-TZVPD RIJCOSX def2/J DEFGRID3
* xyz 0 1
C -2.28 -0.43 -2.94
C -2.03 0.42 -1.70
C -2.46 -0.25 -0.37
C -3.97 -0.50 -0.31
C -1.74 -1.53 -0.23
N -1.14 -2.50 -0.08
C -2.08 0.73 0.76
O -2.53 1.85 0.75
N -1.24 0.27 1.71
C -0.68 1.18 2.71
C 0.08 0.38 3.73
C 1.40 0.26 3.80
C 2.42 0.92 2.91
N 3.44 -0.01 2.43
C 3.38 -0.76 1.30
O 4.38 -1.22 0.78
C 2.00 -1.02 0.71
C 1.77 -0.25 -0.55
C 1.71 -0.72 -1.82
C 1.51 0.33 -2.76
C 1.41 0.13 -4.24
N 1.41 1.53 -2.25
S 1.55 1.45 -0.61
H -1.91 0.10 -3.82
H -1.75 -1.39 -2.88
H -3.34 -0.63 -3.10
H -0.98 0.67 -1.63
H -2.58 1.36 -1.76
H -4.25 -0.96 0.64
H -4.48 0.46 -0.39
H -4.30 -1.15 -1.12
H -0.88 -0.67 1.66
H -0.06 1.93 2.22
H -1.50 1.72 3.19
H -0.52 -0.17 4.45
H 1.83 -0.37 4.57
H 1.94 1.43 2.07
H 2.93 1.70 3.47
H 4.39 0.17 2.73
H 1.95 -2.09 0.48
H 1.22 -0.81 1.45
H 1.82 -1.77 -2.08
H 0.63 -0.59 -4.48
H 1.19 1.08 -4.73
H 2.35 -0.26 -4.64
*
```

HOMO-LUMO gap	10.1	eV
E_HOMO	-9.443	eV

b:
Entry from the Open Molecules 2025 dataset: a structure of composition C16H22N4O2S (wB97M-V/def2-TZVPD).

```
! wB97M-V def2-TZVPD RIJCOSX def2/J DEFGRID3
* xyz 0 1
C 4.16 1.91 -2.67
C 3.38 1.08 -1.66
C 1.99 0.62 -2.16
C 1.07 1.80 -2.48
C 2.16 -0.22 -3.35
N 2.27 -0.89 -4.28
C 1.34 -0.19 -1.02
O 1.18 0.36 0.07
N 0.97 -1.45 -1.27
C 0.40 -2.32 -0.24
C 1.45 -2.82 0.72
C 1.44 -2.76 2.05
C 0.39 -2.14 2.94
N -0.05 -0.85 2.43
C -1.01 -0.15 3.06
O -1.69 -0.60 3.96
C -1.28 1.22 2.44
C -2.37 1.09 1.41
C -3.71 0.97 1.61
C -4.40 0.80 0.38
C -5.88 0.62 0.26
N -3.65 0.78 -0.69
S -2.07 0.96 -0.26
H 5.15 2.12 -2.29
H 4.27 1.38 -3.62
H 3.67 2.86 -2.87
H 3.96 0.19 -1.39
H 3.21 1.64 -0.74
H 0.08 1.45 -2.78
H 0.97 2.42 -1.60
H 1.48 2.39 -3.30
H 1.15 -1.84 -2.18
H -0.40 -1.78 0.27
H -0.04 -3.17 -0.76
H 2.30 -3.30 0.24
H 2.27 -3.21 2.57
H -0.48 -2.79 3.03
H 0.79 -2.03 3.95
H 0.51 -0.41 1.71
H -1.61 1.89 3.24
H -0.38 1.63 1.99
H -4.18 1.00 2.59
H -6.40 0.99 1.14
H -6.25 1.15 -0.62
H -6.13 -0.43 0.13
*
```

HOMO-LUMO gap	9.7	eV
E_HOMO	-9.117	eV

Order of stability, best first: b, a

a:
Entry from the Open Molecules 2025 dataset: a structure of composition C29H52IrP2Si (wB97M-V/def2-TZVPD).

```
! wB97M-V def2-TZVPD RIJCOSX def2/J DEFGRID3
* xyz 2 6
Ir -2.30 -1.29 1.19
C -1.07 0.60 1.53
C -2.45 0.95 1.80
C -1.78 -0.59 3.41
C -0.71 -0.51 2.41
C -2.81 0.34 3.07
C -0.13 1.22 0.55
H -0.69 1.65 -0.29
H 0.60 0.49 0.16
H 0.47 2.05 0.97
C 0.39 -1.51 2.24
H 0.33 -2.00 1.25
H 0.34 -2.31 3.00
H 1.33 -0.98 2.30
C -1.77 -1.43 4.64
H -2.39 -0.97 5.43
H -0.73 -1.58 4.95
H -2.18 -2.43 4.47
C -4.08 0.58 3.81
H -3.84 0.62 4.88
H -4.89 -0.16 3.69
H -4.50 1.56 3.51
C -3.34 1.73 0.89
H -3.32 2.81 1.04
H -4.35 1.39 1.09
H -3.11 1.53 -0.16
C 3.46 1.17 -2.76
C 2.41 1.83 -3.27
C 1.57 1.24 -4.38
C 0.97 -0.15 -4.02
C 1.11 -0.38 -2.56
C 1.96 -1.09 -1.80
C 3.40 -1.31 -2.17
C 3.83 -0.25 -3.23
H 2.11 1.14 -5.33
H 1.40 -0.95 -4.65
H 0.74 1.92 -4.57
H 3.35 -0.45 -4.21
H 5.00 1.06 -1.15
H 2.07 2.80 -2.87
H 4.92 -0.30 -3.39
H 4.11 -1.31 -1.32
H 1.54 -1.69 -0.97
H 3.49 -2.31 -2.64
H -0.13 -0.12 -4.17
H 0.29 0.10 -1.97
P -2.24 -1.62 -0.97
P -3.38 -3.08 1.75
C -3.80 -2.63 -0.95
C -3.55 -3.77 0.03
H -4.03 -2.95 -1.97
H -4.63 -1.99 -0.59
H -4.27 -4.60 -0.06
H -2.54 -4.17 -0.09
C -2.79 -4.32 2.95
H -2.21 -3.85 3.74
H -2.15 -5.04 2.43
H -3.65 -4.84 3.40
C -5.12 -2.73 2.20
H -5.48 -3.38 3.01
H -5.69 -2.94 1.29
H -5.24 -1.67 2.48
C -1.35 -2.80 -2.17
H -0.32 -2.47 -2.37
H -1.86 -2.84 -3.16
H -1.32 -3.85 -1.83
C -2.61 -0.48 -2.36
H -3.41 0.22 -2.14
H -2.92 -1.04 -3.27
H -1.70 0.09 -2.64
C 5.84 3.32 1.33
Si 4.84 4.13 -0.05
C 3.61 5.35 0.65
C 6.07 4.96 -1.20
C 3.89 2.93 -1.15
C 4.20 1.71 -1.59
H 6.92 3.46 1.15
H 5.65 2.25 1.41
H 5.61 3.78 2.30
H 3.88 6.38 0.41
H 2.64 5.12 0.20
H 3.52 5.26 1.74
H 7.10 4.62 -1.01
H 5.79 4.70 -2.23
H 6.05 6.06 -1.10
*
```

HOMO-LUMO gap (alpha / beta)	4.3 / 4.8	eV
E_HOMO (alpha / beta)	-10.190 / -13.531	eV

b:
Entry from the Open Molecules 2025 dataset: a structure of composition C29H52IrP2Si (wB97M-V/def2-TZVPD).

```
! wB97M-V def2-TZVPD RIJCOSX def2/J DEFGRID3
* xyz 2 6
Ir -1.34 -2.07 0.58
C 0.78 0.02 2.41
C -0.48 -0.28 2.94
C 0.33 -2.20 1.80
C 1.28 -1.09 1.70
C -0.85 -1.65 2.56
C 1.59 1.25 2.68
H 1.00 2.02 3.18
H 2.01 1.67 1.75
H 2.45 1.00 3.33
C 2.67 -1.16 1.20
H 2.90 -0.33 0.52
H 2.82 -2.11 0.66
H 3.38 -1.12 2.05
C 0.75 -3.63 1.88
H 1.02 -3.89 2.92
H 1.60 -3.81 1.20
H -0.10 -4.25 1.55
C -1.67 -2.50 3.47
H -1.02 -2.97 4.22
H -2.18 -3.29 2.90
H -2.43 -1.90 3.97
C -1.13 0.48 4.03
H -0.60 0.33 4.99
H -2.18 0.18 4.16
H -1.10 1.56 3.80
C 1.16 2.00 -1.06
C 0.49 2.62 -0.06
C -0.87 2.17 0.40
C -2.01 1.89 -0.59
C -2.13 0.44 -1.15
C -0.99 -0.61 -1.16
C 0.41 -0.26 -1.52
C 0.51 1.15 -2.09
H -1.21 2.97 1.09
H -2.10 2.69 -1.34
H -0.81 1.26 1.03
H -0.47 1.56 -2.33
H 3.07 1.89 -2.14
H 1.02 3.31 0.59
H 1.10 1.09 -3.03
H 1.05 -0.38 -0.64
H -1.24 -1.49 -1.79
H 0.84 -0.97 -2.25
H -2.94 1.98 0.01
H -2.90 -0.02 -0.49
P -2.94 0.12 -2.71
P -2.91 -3.05 -0.42
C -3.97 -1.36 -2.60
C -3.34 -2.71 -2.23
H -4.38 -1.45 -3.61
H -4.82 -1.11 -1.94
H -4.06 -3.50 -2.47
H -2.42 -2.93 -2.81
C -2.36 -4.77 -0.71
H -2.03 -5.21 0.24
H -1.50 -4.76 -1.39
H -3.15 -5.40 -1.14
C -4.54 -3.04 0.39
H -5.30 -3.59 -0.16
H -4.89 -2.00 0.51
H -4.45 -3.48 1.39
C -1.82 -0.07 -4.11
H -1.02 0.69 -4.14
H -2.45 0.04 -5.01
H -1.36 -1.07 -4.11
C -3.94 1.59 -2.98
H -4.89 1.50 -2.42
H -4.15 1.67 -4.06
H -3.43 2.51 -2.66
C 6.24 1.84 -0.54
Si 5.03 3.12 0.11
C 5.25 3.32 1.95
C 5.22 4.73 -0.84
C 3.25 2.61 -0.11
C 2.60 2.19 -1.19
H 7.25 2.27 -0.61
H 5.96 1.49 -1.55
H 6.29 0.97 0.12
H 5.85 4.20 2.20
H 4.26 3.43 2.42
H 5.74 2.44 2.40
H 5.21 4.56 -1.93
H 4.38 5.40 -0.61
H 6.16 5.24 -0.59
*
```

HOMO-LUMO gap (alpha / beta)	6.7 / 4.8	eV
E_HOMO (alpha / beta)	-12.006 / -12.834	eV

Order of stability, best first: b, a

a:
Entry from the Open Molecules 2025 dataset: a cluster of 2 separate species, C2H3NS in total (wB97M-V/def2-TZVPD).

```
! wB97M-V def2-TZVPD RIJCOSX def2/J DEFGRID3
* xyz 0 1
C -0.97 1.33 -0.99
C 0.72 -1.00 0.69
N -0.88 1.68 0.07
S 0.33 -2.33 -0.21
H -0.81 1.06 -1.95
H 1.77 -0.70 0.58
H -0.07 -0.37 1.35
*
```

HOMO-LUMO gap	8.4	eV
E_HOMO	-8.908	eV
structure (SMILES)	C#N.C=S

b:
Entry from the Open Molecules 2025 dataset: a cluster of 2 separate species, C2H3NS in total (wB97M-V/def2-TZVPD).

```
! wB97M-V def2-TZVPD RIJCOSX def2/J DEFGRID3
* xyz 0 1
C 0.61 0.94 1.03
C -0.25 -0.20 0.46
N 0.89 0.48 -0.14
S 1.45 3.82 0.66
H -0.20 -1.13 0.85
H -1.11 0.04 0.02
H 1.61 0.14 -0.76
*
```

HOMO-LUMO gap (alpha / beta)	7.3 / 7.3	eV
E_HOMO (alpha / beta)	-9.298 / -9.331	eV

c:
Entry from the Open Molecules 2025 dataset: a cluster of 2 separate species, C2H3NS in total (wB97M-V/def2-TZVPD).

```
! wB97M-V def2-TZVPD RIJCOSX def2/J DEFGRID3
* xyz 0 1
C 1.14 0.27 0.12
C 0.56 -0.97 -0.21
N 1.62 1.24 0.45
S -2.37 0.75 0.38
H 0.27 -1.11 -1.17
H 0.19 -1.73 0.55
H -1.42 1.55 -0.12
*
```

HOMO-LUMO gap (alpha / beta)	8.5 / 7.2	eV
E_HOMO (alpha / beta)	-10.217 / -9.753	eV

Order of stability, best first: a, c, b

a:
Entry from the Open Molecules 2025 dataset: a structure of composition CH4N4 (wB97M-V/def2-TZVPD).

```
! wB97M-V def2-TZVPD RIJCOSX def2/J DEFGRID3
* xyz 0 1
C -0.15 0.19 0.11
N 0.80 1.08 0.17
N 0.62 -0.96 -0.09
N 1.76 -0.05 0.13
N -1.54 0.43 -0.02
H 0.48 -1.71 0.55
H 2.35 -0.10 -0.66
H -2.01 1.31 -0.15
H -2.30 -0.20 -0.04
*
```

HOMO-LUMO gap	9.5	eV
E_HOMO	-8.568	eV

b:
Entry from the Open Molecules 2025 dataset: an isolated molecule of CH4N4 (wB97M-V/def2-TZVPD).

```
! wB97M-V def2-TZVPD RIJCOSX def2/J DEFGRID3
* xyz 0 1
C 0.89 0.00 0.54
N -0.08 -0.63 -0.03
N -1.82 0.74 0.18
N -1.31 -0.40 -0.05
N 2.04 0.29 -0.03
H -2.76 0.87 -0.09
H -1.96 -1.17 -0.11
H 2.82 0.41 0.57
H 2.18 -0.12 -0.97
*
```

HOMO-LUMO gap (alpha / beta)	7.5 / 7.7	eV
E_HOMO (alpha / beta)	-7.124 / -7.118	eV

c:
Entry from the Open Molecules 2025 dataset: a structure of composition CH4N4 (wB97M-V/def2-TZVPD).

```
! wB97M-V def2-TZVPD RIJCOSX def2/J DEFGRID3
* xyz 0 1
C -1.10 -0.12 0.01
N -0.94 1.22 -0.36
N 0.50 1.03 -0.19
N 0.23 -0.22 0.16
N 1.27 -1.07 0.49
H -1.90 -0.77 0.28
H -1.68 1.97 -0.76
H 2.04 -0.43 0.70
H 1.57 -1.61 -0.33
*
```

HOMO-LUMO gap	8.8	eV
E_HOMO	-7.640	eV

Order of stability, best first: a, b, c

a:
Entry from the Open Molecules 2025 dataset: an isolated molecule of C6H10O3 (wB97M-V/def2-TZVPD).

```
! wB97M-V def2-TZVPD RIJCOSX def2/J DEFGRID3
* xyz 0 1
C 0.37 -0.40 1.60
C -1.26 0.69 -0.32
C -1.79 -0.62 -0.76
C -0.10 0.92 0.47
C 0.79 0.75 -0.92
C 1.22 -0.31 -1.59
O 0.89 -1.52 1.02
O 1.25 0.28 2.37
O 0.13 2.02 1.10
H 1.03 1.26 2.13
H 1.82 -1.35 0.83
H -0.58 -0.67 2.07
H -1.90 1.56 -0.47
H 1.17 1.74 -1.12
H -1.15 -1.45 -0.51
H -2.77 -0.76 -0.29
H -1.98 -0.62 -1.84
H 2.01 -0.19 -2.32
H 0.83 -1.31 -1.46
*
```

HOMO-LUMO gap (alpha / beta)	7.5 / 7.5	eV
E_HOMO (alpha / beta)	-8.491 / -8.492	eV

b:
Entry from the Open Molecules 2025 dataset: a cluster of 2 separate species, C6H10O3 in total (wB97M-V/def2-TZVPD).

```
! wB97M-V def2-TZVPD RIJCOSX def2/J DEFGRID3
* xyz 0 1
C -1.82 1.65 1.07
C -0.43 1.72 0.51
C 0.48 0.48 0.92
O 0.03 2.67 -0.07
O 0.11 -0.33 1.76
H 1.53 0.78 0.75
H -1.82 2.17 2.03
H -2.52 2.16 0.41
H -2.12 0.62 1.25
C 0.71 -2.34 -0.28
C 0.89 -1.00 -0.91
C -0.15 -0.16 -1.17
O 2.13 -0.80 -1.42
H 2.19 0.08 -1.83
H 1.65 -2.87 -0.24
H 0.35 -2.19 0.74
H -0.04 -2.93 -0.81
H -0.02 0.71 -1.80
H -1.15 -0.43 -0.90
*
```

HOMO-LUMO gap	9.3	eV
E_HOMO	-8.851	eV
structure (SMILES)	CC(=O)C=O.C=C(C)O

Order of stability, best first: b, a

a:
Entry from the Open Molecules 2025 dataset: an isolated molecule of C6H10N2O (wB97M-V/def2-TZVPD).

```
! wB97M-V def2-TZVPD RIJCOSX def2/J DEFGRID3
* xyz 0 1
C -0.71 -1.69 1.35
C 0.43 0.16 2.43
C 0.92 0.95 -0.12
C 0.79 0.62 -2.47
C -0.66 0.57 -2.68
C -1.85 0.57 -2.83
H -0.59 -2.41 0.53
H -0.73 -2.25 2.30
H -1.67 -1.18 1.19
H -0.34 0.95 2.35
H 0.28 -0.41 3.35
H 1.40 0.66 2.52
H 1.16 1.69 0.65
H 1.27 1.09 -3.31
H 1.19 -0.38 -2.29
H -2.92 0.60 -2.96
N 0.42 -0.76 1.31
N 0.51 -0.24 0.04
O 1.11 1.46 -1.36
*
```

HOMO-LUMO gap	9.2	eV
E_HOMO	-8.144	eV
structure (SMILES)	C#CCO/C=N/N(C)C

b:
Entry from the Open Molecules 2025 dataset: a structure of composition C6H10N2O (wB97M-V/def2-TZVPD).

```
! wB97M-V def2-TZVPD RIJCOSX def2/J DEFGRID3
* xyz 0 1
C -1.54 0.20 1.75
C -1.19 2.37 0.48
C -0.16 0.30 -0.25
C 0.04 -0.99 -0.21
C 0.89 -1.77 -1.24
C 2.32 -1.82 -1.07
H -2.59 -0.24 1.61
H -0.53 -0.62 1.85
H -1.57 0.93 2.89
H -1.63 2.88 1.32
H -0.20 2.85 -1.25
H 0.46 0.95 -0.82
H -0.60 -1.70 0.39
H 0.46 -2.63 -1.81
H 3.02 -2.62 -1.55
H 2.75 -1.26 -0.23
N -1.08 0.94 0.59
N -0.66 3.23 -0.30
O 1.81 -0.99 -2.15
*
```

HOMO-LUMO gap	9.4	eV
E_HOMO	-8.647	eV

c:
Entry from the Open Molecules 2025 dataset: an isolated molecule of C6H10N2O (wB97M-V/def2-TZVPD).

```
! wB97M-V def2-TZVPD RIJCOSX def2/J DEFGRID3
* xyz 0 1
C 0.11 0.02 0.78
C 1.53 0.17 1.31
C 0.05 -1.24 -0.15
N -0.78 -0.28 1.89
C -0.36 1.27 0.08
C -1.13 -1.07 -2.24
C 0.22 1.77 -0.99
N -0.99 -1.18 -1.01
O 0.69 -2.24 0.10
H -0.52 -1.16 2.32
H -1.74 -0.35 1.58
H -1.20 1.77 0.54
H 1.54 0.93 2.09
H 1.87 -0.79 1.72
H 2.21 0.46 0.50
H -2.13 -1.04 -2.65
H -0.30 -0.99 -2.94
H 1.07 1.29 -1.45
H -0.14 2.67 -1.47
*
```

HOMO-LUMO gap	9.7	eV
E_HOMO	-9.037	eV
structure (SMILES)	C=C[C@@](C)(N)C(=O)N=C

Order of stability, best first: c, a, b

a:
Entry from the Open Molecules 2025 dataset: a cluster of 2 separate species, CH9N2O in total (wB97M-V/def2-TZVPD).

```
! wB97M-V def2-TZVPD RIJCOSX def2/J DEFGRID3
* xyz 1 1
O 2.34 0.74 0.78
H 1.81 1.33 1.31
H 0.43 0.78 -0.86
H 2.54 -0.02 1.35
N -0.11 -0.03 -1.25
C -0.57 -0.84 0.15
N -1.66 0.01 0.54
H 0.68 -0.55 -1.74
H -0.77 0.29 -1.98
H 0.10 -0.93 1.04
H -0.82 -1.83 -0.18
H -2.48 0.10 -0.03
H -1.49 0.95 0.88
*
```

HOMO-LUMO gap	11.1	eV
E_HOMO	-14.801	eV

b:
Entry from the Open Molecules 2025 dataset: a cluster of 2 separate species, CH9N2O in total (wB97M-V/def2-TZVPD).

```
! wB97M-V def2-TZVPD RIJCOSX def2/J DEFGRID3
* xyz 1 1
N -2.48 -0.86 -0.22
H -3.06 -0.67 0.56
H -2.21 -1.82 -0.22
H -0.88 -0.47 -0.29
H -3.12 -0.74 -1.01
N 0.19 -0.33 -0.60
C 0.72 0.54 0.58
O 2.04 0.91 0.25
H 0.62 -1.26 -0.64
H 0.53 0.13 -1.46
H 0.59 -0.14 1.41
H 0.04 1.40 0.65
H 2.46 1.19 1.07
*
```

HOMO-LUMO gap	12.4	eV
E_HOMO	-15.758	eV

Order of stability, best first: b, a